one:
This record from the OMol25 dataset describes a 2-piece molecular cluster, CH9N2O overall. The level of theory is the ωB97M-V functional and the def2-TZVPD basis.

E_HOMO	-13.8	eV
total charge	+1

Structure (XYZ):
```
13
Properties=species:S:1:pos:R:3:nbo_charge:R:1
O 1.07044 1.57268 1.22558 -0.9617
H 1.93837 1.83423 1.51557 0.5102
H 0.31973 0.24038 0.86670 0.4619
H 0.61658 2.43856 1.45692 0.5099
N -0.11093 -0.64949 0.65468 -0.7026
C -0.91218 -0.30318 -0.60664 0.0031
N -0.22236 -0.81310 -1.70623 -0.8994
H -0.37832 -1.05842 1.49777 0.4350
H 0.56729 -1.33926 0.44951 0.4210
H -1.03646 0.79539 -0.52539 0.1817
H -1.87176 -0.75268 -0.40982 0.2081
H -0.73722 -0.84487 -2.55431 0.4107
H 0.75682 -1.12025 -1.86434 0.4222
```

two:
This record from the OMol25 dataset describes a 2-piece molecular cluster, CH9N2O overall. The level of theory is the ωB97M-V functional and the def2-TZVPD basis.

E_HOMO	-15.5	eV
total charge	+1

Structure (XYZ):
```
13
Properties=species:S:1:pos:R:3:nbo_charge:R:1
N 2.37855 -0.03126 0.04827 -1.0888
H 2.58658 0.00398 -0.95322 0.3926
H 2.53282 0.86527 0.45066 0.3874
H 0.60837 -0.18739 0.18008 0.4684
H 3.03471 -0.66290 0.48137 0.3999
N -0.38836 -0.61774 0.09659 -0.7306
C -1.38072 0.47502 -0.24468 0.0942
O -2.64445 -0.08543 -0.06826 -0.7009
H -0.67908 -0.86702 1.04650 0.4342
H -0.41234 -1.43088 -0.51813 0.4435
H -1.13791 1.34701 0.35876 0.1962
H -1.25310 0.72039 -1.30117 0.1948
H -3.24506 0.47096 0.42323 0.5091
```

two takes first place; second place is 0.991 eV up.